Entry 1:
DFT (ωB97M-V/def2-TZVPD) results for C36H46CsN6O2S3 as an isolated structure.

Each line ends with the Löwdin charge.
Atoms and positions in Å:
C (0.547518, 1.018526, -4.967439)  -0.434
Cs (-0.506261, 0.017528, -0.289946)  1.085
C (1.824799, -2.437835, -3.329436)  -0.063
C (2.314127, 2.040089, 5.947362)  -0.075
H (3.126896, -1.792375, 3.710574)  0.087
H (2.889026, -1.734298, 6.441027)  0.112
C (2.724950, -0.671147, 6.303132)  -0.068
C (-4.806067, 3.059646, -0.032664)  -0.279
C (-0.765258, -3.912263, -1.285121)  -0.033
H (3.901496, -2.261877, -0.096191)  0.096
H (3.625563, 1.944876, -0.306992)  0.107
C (3.204684, -2.354796, -3.419119)  -0.125
H (-0.248062, -1.059305, 4.995448)  0.095
H (-1.854278, -3.937096, -1.261362)  0.065
H (1.160303, 1.921419, -4.957991)  0.066
C (-1.608715, 0.074129, -3.398617)  -1.269
H (4.365808, -0.110445, 7.565010)  0.100
C (1.477217, 1.128807, 5.323989)  -0.034
C (2.720445, -1.412633, 2.774029)  -0.237
C (4.776017, 1.775237, 2.870019)  -0.086
N (-4.374734, 0.956176, 1.304216)  -0.156
H (-2.964756, 2.991152, 3.662246)  0.105
H (4.007122, 2.317947, 7.239593)  0.098
H (1.812366, 1.931955, -7.177896)  0.104
N (-0.771356, -0.911916, -3.357557)  -0.148
H (-5.180097, -2.263584, 0.516416)  0.108
H (2.157561, 3.100269, 5.794699)  0.105
H (-4.996046, -0.918656, -0.585196)  0.078
H (-3.918392, 0.881312, 3.309096)  0.108
C (3.356514, 1.601656, 6.754142)  -0.099
H (-4.294776, -0.827883, 2.364308)  0.108
C (-4.596248, -1.353838, 0.331500)  -0.272
H (0.966617, 0.297973, -4.263143)  0.067
C (1.165935, -2.460336, -2.102126)  -0.160
C (1.222451, 1.046653, -7.388715)  -0.058
N (-3.183010, -1.648158, 0.123206)  -0.045
C (3.777258, 1.568304, 0.696996)  -0.062
C (3.558147, 0.241497, 6.935638)  -0.098
C (4.170966, 0.585576, 3.255316)  -0.045
H (1.049071, -2.260039, 5.092031)  0.092
H (-1.105737, 2.903218, 2.050670)  0.078
C (0.501851, 0.449499, -6.359106)  -0.283
H (-2.958333, -1.512612, -0.862112)  -0.058
H (-5.511840, 3.411837, -0.789508)  0.108
C (1.196035, 0.527962, -8.677097)  -0.105
S (-1.072539, 1.510603, -4.311341)  0.857
H (5.026874, -2.255664, -2.279274)  0.091
H (-5.912453, -0.430878, 1.765850)  0.116
H (-1.446824, 1.405926, 2.565965)  0.033
H (-2.820620, 2.673797, 0.062878)  0.014
C (3.369671, -0.121599, 2.367745)  -0.252
C (0.810135, -1.237058, 4.792290)  -0.288
H (-0.401799, -4.824106, -1.767332)  0.082
H (-2.955182, -2.603227, 0.364078)  0.055
H (-5.315441, 1.053373, -0.532756)  0.091
H (-3.335886, 3.587081, 2.055953)  0.087
C (0.444064, -0.603900, -8.951408)  -0.114
H (0.681303, 1.470972, 4.676103)  0.107
H (2.789666, -2.155198, 1.979616)  0.065
C (-3.060425, 2.690448, 2.608031)  -0.267
H (2.551270, -0.170063, 0.393128)  0.070
H (4.317135, 0.208316, 4.261076)  0.097
H (-4.926844, 3.744553, 0.812453)  0.086
C (-4.834685, -0.414992, 1.508851)  -0.212
H (-3.393051, 2.674299, -1.442660)  -0.002
H (5.048824, 3.197568, 1.286151)  0.096
C (-5.255128, 1.654520, 0.374235)  -0.199
H (0.417554, -1.013479, -9.953680)  0.091
S (0.886833, -1.241709, 2.961522)  0.956
C (4.578874, 2.270415, 1.590140)  -0.095
O (0.519864, 0.156871, 2.559177)  -0.639
H (-6.280873, 1.719434, 0.794621)  0.118
H (1.762218, 1.010834, -9.464421)  0.093
N (-1.219189, -2.009990, -2.622726)  -0.002
C (1.898114, -2.350548, -0.881239)  -0.459
C (1.679488, -0.240492, 5.490918)  -0.281
C (3.177080, 0.381635, 1.081316)  -0.045
H (-0.871434, -2.090395, -8.135532)  0.098
S (-3.130116, 0.285034, -2.652226)  0.463
C (3.316141, -2.309867, -1.008580)  -0.047
C (-0.254433, -0.685489, -6.645935)  -0.044
H (5.397276, 2.315342, 3.574124)  0.097
O (1.305870, -2.244553, 0.264120)  -0.294
H (1.229012, -2.490588, -4.233353)  0.105
H (-0.821537, -1.149075, -5.848118)  0.100
H (3.694657, -2.338110, -4.384011)  0.084
H (-5.106711, 2.119834, 2.930025)  0.122
C (-4.176761, 1.642628, 2.567482)  -0.200
N (-1.820447, 2.184464, 2.029770)  -0.017
C (-0.279614, -1.206841, -7.929475)  -0.087
N (-3.456524, 3.170318, -0.556212)  0.014
C (3.943512, -2.304349, -2.237020)  -0.119
H (-0.350957, -3.881426, -0.276597)  0.070
C (-0.302761, -2.706845, -2.057056)  -0.376

Cartesian forces, eV/Å:
C 0.0 0.0 -0.1
Cs -0.1 0.4 0.1
C 0.0 0.0 0.0
C 0.0 0.0 0.0
H 0.0 0.0 0.0
H 0.0 0.0 0.0
C 0.0 0.0 0.0
C -0.1 -0.1 0.1
C 0.0 0.0 0.0
H 0.0 0.0 0.0
H 0.0 0.0 0.0
C 0.0 0.0 0.0
H 0.0 0.0 0.0
H 0.0 0.0 0.0
H 0.0 0.0 0.0
C 0.1 -0.1 -0.1
H 0.0 0.0 0.0
C 0.0 0.0 0.0
C -0.1 0.1 -0.1
C 0.0 0.0 0.0
N 0.0 0.0 0.0
H 0.0 0.0 0.0
H 0.0 0.0 0.0
H 0.0 0.0 0.0
N 0.0 0.0 0.1
H 0.0 0.0 0.0
H 0.0 0.0 0.0
H 0.0 0.0 0.0
H 0.0 0.0 0.0
C 0.0 0.0 0.0
H 0.0 0.0 0.0
C 0.0 0.0 0.0
H 0.0 0.0 0.0
C 0.0 -0.1 -0.1
C 0.0 0.0 0.0
N 0.0 0.0 0.0
C 0.1 0.1 0.0
C 0.0 0.0 0.0
C 0.0 0.0 0.0
H 0.0 0.0 0.0
H 0.0 0.0 0.0
C 0.1 0.0 0.0
H 0.0 -0.1 -0.1
H 0.0 0.0 0.0
C 0.0 0.0 0.0
S 0.0 0.0 0.0
H 0.0 0.0 0.0
H 0.0 0.0 0.0
H 0.0 -0.1 -0.1
H 0.0 0.0 0.0
C 0.0 0.0 0.0
C 0.0 0.0 0.0
H 0.0 0.0 0.0
H 0.0 0.0 0.0
H 0.0 0.0 0.0
H 0.0 0.0 0.0
C 0.0 0.0 0.0
H 0.0 0.0 0.0
H 0.0 0.0 0.0
C 0.0 0.0 -0.1
H 0.1 -0.1 0.0
H 0.0 0.0 0.0
H 0.0 0.0 0.0
C 0.0 0.0 0.0
H 0.0 0.0 0.0
H 0.0 0.0 0.0
C 0.0 0.0 0.0
H 0.0 0.0 0.0
S 0.2 0.1 0.2
C 0.0 0.0 0.0
O -0.1 -0.1 0.1
H 0.0 0.0 0.0
H 0.0 0.0 0.0
N 0.0 -0.1 -0.1
C 0.0 0.0 0.0
C 0.0 0.0 0.0
C 0.0 0.0 0.1
H 0.0 0.0 0.0
S -0.2 0.1 0.0
C 0.0 0.0 0.0
C 0.0 0.0 0.0
H 0.0 0.0 0.0
O 0.1 -0.1 0.0
H 0.0 0.0 0.0
H 0.0 0.0 0.0
H 0.0 0.0 0.0
H 0.0 0.0 0.0
C 0.0 0.0 0.0
N 0.2 0.0 0.2
C 0.0 0.0 0.0
N 0.1 0.0 0.0
C 0.0 0.0 0.0
H 0.0 0.0 0.0
C 0.0 0.0 0.0

Output
Total charge: -1
Frontier orbital gap: 0.2275 Ha
ΔE to the lowest compared entry with this formula, charge and spin: 0.0000 eV


Entry 2:
DFT (ωB97M-V/def2-TZVPD) results for a 8-piece molecular cluster, C36H46F6N4O10 overall in a non-equilibrium geometry.

Each line ends with the Löwdin charge.
Atoms and positions in Å:
H (1.561799, -4.552964, -5.233563)  0.079
H (-2.847863, 4.178149, 5.910216)  0.115
N (1.774805, 3.829333, -2.005478)  0.073
F (1.479940, -1.380990, -2.041769)  0.159
C (0.663874, -1.847814, -1.092820)  -0.557
C (-3.224680, 4.114653, 4.870326)  -0.087
F (-0.421735, -2.401980, -1.620222)  0.165
C (1.390241, 1.359944, 3.782613)  -0.085
C (-3.338024, 4.783374, 2.606054)  -0.088
C (7.124619, -1.621131, -1.513862)  -0.036
O (4.266521, 0.032043, -0.873542)  0.154
O (-2.689190, -3.460872, 3.731230)  0.147
H (-0.667094, -3.378458, 0.397866)  0.052
H (-5.018011, 0.223068, -2.206935)  0.113
H (-3.487574, 0.099344, 0.567670)  0.048
C (2.139843, 2.564925, -1.890434)  -0.171
C (-4.065465, 0.743578, -2.200150)  -0.046
H (-2.514883, 3.688404, -1.762576)  0.109
H (2.536888, 2.287225, -0.894987)  0.106
C (-3.919974, 2.070776, -1.954107)  -0.100
H (0.720358, 3.730480, -5.128416)  0.116
H (5.193678, -1.180771, -2.461800)  0.108
C (-1.402240, 0.180281, 1.284952)  -0.145
C (1.219064, 3.395868, -4.206193)  -0.099
O (-1.894140, -1.005431, -5.105811)  0.012
H (0.154152, -0.552792, -5.258242)  0.073
H (-0.571568, -1.022215, -6.776829)  0.104
C (0.946764, 3.397555, 2.606536)  -0.136
H (0.864046, 5.182776, -3.104300)  0.109
O (4.995109, -2.062651, -0.604706)  0.030
C (-4.386399, 3.862256, 2.422034)  -0.179
C (-4.194492, 3.209245, 4.513794)  -0.177
C (1.578850, 2.171827, 2.658307)  -0.075
F (4.949992, -1.920877, 2.035986)  0.116
F (4.013105, 0.033143, 1.974239)  0.200
H (-0.023404, -2.401739, 6.427547)  0.079
H (-1.001219, 0.537514, -6.032708)  0.105
C (-2.900620, -0.060415, -2.170766)  -0.142
C (-2.657468, 2.613464, -1.888388)  -0.056
C (-0.419924, -3.034768, 5.628202)  -0.024
O (-0.839982, -0.932976, 0.482412)  0.009
H (1.520451, 1.521711, -5.029580)  0.097
N (-4.844668, 3.082073, 3.361961)  0.064
H (2.450972, 0.644977, -2.645361)  0.076
H (7.778576, -1.857796, -2.314045)  0.070
H (2.118552, 0.511272, 3.925022)  0.121
H (2.263345, 1.845655, 1.861725)  0.092
H (-4.673174, 2.627267, 5.274297)  0.097
C (1.282469, 4.187070, -3.133872)  -0.222
H (-0.890029, 0.201804, 2.259539)  0.114
H (-0.862221, 3.368853, 5.272387)  0.068
H (-4.764673, 2.730340, -1.938816)  0.103
H (-3.134829, -0.873619, 1.985783)  0.083
H (0.949382, 4.074062, 1.747826)  0.113
H (-0.556888, 2.175864, -2.140625)  0.102
H (5.637561, -2.891629, -2.356162)  0.129
N (-1.686717, 0.417543, -2.156185)  0.096
C (-2.839207, 5.000915, 3.851921)  -0.108
H (1.623940, -3.822163, -3.642319)  0.053
C (4.478429, -0.924975, -0.188346)  -0.379
C (-0.412179, -2.023137, 4.399188)  -0.153
H (-1.419991, -3.309204, 5.785641)  0.044
C (-1.759485, -2.175871, -4.470637)  -0.581
H (-2.062636, 5.761115, 3.983971)  0.110
H (0.141736, -3.913136, 5.370041)  0.078
F (2.906385, -1.697742, 1.432785)  0.174
C (1.096987, -4.529289, -4.243069)  -0.061
C (-1.586428, 1.737040, -2.061585)  -0.131
H (0.314823, 1.132629, 5.540973)  0.078
C (-2.904055, 0.046969, 1.442633)  -0.026
H (-4.849537, 3.874732, 1.441432)  0.098
H (-1.137046, -1.270348, 4.503864)  0.099
O (-2.644496, -2.723747, -3.895255)  0.134
C (-0.768173, -0.523860, -5.809504)  -0.064
H (-1.193515, 1.098364, 0.708511)  0.117
H (-3.090018, 5.540720, 1.751801)  0.137
H (-2.989613, -1.093151, -2.342563)  0.080
O (-0.607494, -2.718611, 3.125010)  -0.016
C (-1.725627, -3.486802, 3.035896)  -0.607
O (-1.658842, -4.305272, 1.984983)  0.000
C (1.586268, 2.074645, -4.098494)  -0.064
C (2.049452, 1.610995, -2.863230)  -0.062
O (1.017641, 0.279912, -0.079198)  0.145
O (-0.521816, -2.762300, -4.707633)  -0.047
H (0.305641, -4.439336, 1.336047)  0.098
H (0.566372, -1.674391, 4.148647)  0.100
C (-0.103659, 3.040564, 4.606125)  -0.148
C (5.669168, -1.919112, -1.863347)  -0.177
H (-1.046437, -5.171312, 0.323621)  0.105
H (-3.270348, 0.831426, 2.091595)  0.070
N (0.176033, 3.826199, 3.597973)  0.061
H (7.376497, -2.162384, -0.624771)  0.085
H (7.241687, -0.578912, -1.365169)  0.070
C (0.467823, 1.770242, 4.730478)  -0.063
C (-0.701463, -4.331082, 0.919355)  -0.019
H (-0.750113, -4.210851, -3.264345)  0.098
H (-1.030946, -4.777042, -5.057234)  0.168
C (0.305582, -0.677377, -0.179375)  -0.393
H (1.107389, -5.522322, -3.774896)  0.086
F (1.274567, -2.864412, -0.483927)  0.155
C (-0.386091, -4.161028, -4.283916)  -0.194
C (4.077012, -1.093100, 1.341029)  -0.526

Cartesian forces, eV/Å:
H -0.1 -0.1 0.2
H -0.4 -0.1 -0.9
N 0.7 -0.6 2.4
F -0.1 -0.4 -0.2
C -0.2 -0.1 -0.4
C 0.2 0.8 -0.3
F -0.3 0.3 -0.8
C 1.3 0.1 -0.4
C -0.8 1.8 -2.3
C -1.1 0.2 -0.4
O 0.0 0.4 0.9
O -0.3 0.2 0.8
H -0.7 -0.4 0.0
H 0.0 0.3 -0.3
H -0.3 -0.1 -1.3
C 0.9 -0.3 2.3
C 0.7 -2.0 1.0
H 0.1 -0.4 -0.1
H -0.2 0.1 -0.7
C -0.5 0.9 -0.5
H 0.5 0.0 0.4
H -0.3 0.5 -0.5
C 0.1 0.6 -0.8
C -1.3 -1.1 -2.6
O 0.3 -0.7 0.6
H 0.2 -0.1 0.6
H -0.5 -0.1 0.5
C -0.4 0.1 -0.2
H 0.0 0.4 -0.6
O -0.2 0.1 0.1
C 0.9 1.3 -1.3
C -1.1 -0.5 1.6
C 0.8 -0.5 -0.4
F -0.5 1.1 -1.0
F 0.1 1.4 0.4
H 0.1 -0.7 0.3
H 0.1 -0.6 0.2
C -1.8 0.8 -0.9
C 0.8 -0.2 -0.2
C 0.7 2.6 -1.9
O 0.5 0.6 -0.2
H 0.1 -0.6 0.4
N 0.3 0.0 -0.3
H -0.2 -0.5 -0.2
H 0.6 -0.5 -0.8
H -1.4 0.6 -0.1
H -0.5 0.3 0.4
H 0.3 -0.6 0.6
C -1.1 2.7 0.1
H -0.1 0.0 -0.4
H -0.2 0.3 0.7
H -0.5 0.2 0.2
H -0.1 -0.1 -0.2
H 0.6 -0.3 0.1
H -1.0 -0.6 0.3
H -0.4 0.0 0.1
N 0.9 0.5 0.1
C 1.4 -0.3 0.9
H 0.4 0.4 0.6
C -0.6 -0.4 0.6
C 0.7 -3.1 -0.2
H -1.3 -0.3 0.6
C 1.5 -1.3 -1.4
H -0.4 -0.3 0.2
H 0.6 -0.2 0.2
F -0.8 -0.2 -0.2
C -1.2 -0.5 -0.8
C 1.4 1.8 0.2
H -0.6 -0.7 1.4
C 0.8 -0.9 1.6
H -0.2 -0.4 0.0
H -0.9 1.1 0.2
O -0.5 0.1 0.5
C 0.3 1.5 -1.4
H 0.2 -0.3 0.5
H -0.4 -1.7 1.6
H -0.2 -1.3 0.2
O -1.1 -0.6 0.4
C 1.3 0.3 -1.7
O -0.9 -0.4 0.1
C 0.5 -0.4 -0.2
C 0.1 0.4 -1.3
O -0.2 -0.2 0.0
O -0.8 0.4 0.3
H -0.1 -0.5 -0.2
H 0.6 0.8 0.7
C 0.5 -1.5 -0.3
C 1.4 -1.5 0.0
H 0.4 0.2 -0.2
H 0.1 0.4 0.2
N -0.7 1.0 -0.4
H 0.3 -0.3 0.4
H 0.2 1.1 0.5
C 0.8 0.6 -0.9
C 0.4 0.7 1.2
H -0.5 -0.3 -0.1
H 1.3 0.9 1.8
C -1.0 0.3 1.4
H 0.4 0.2 -0.2
F 0.9 0.1 0.4
C -0.8 0.2 -1.5
C 1.1 -1.8 -0.2

Output
SMILES: CCOC(=O)C(F)(F)F.CCOC(=O)C(F)(F)F.CCOC(=O)OC.CCOC(=O)OC.c1ccncc1.c1ccncc1.c1ccncc1.c1ccncc1
Total charge: 0
Frontier orbital gap: 0.3662 Ha